55
Properties=species:S:1:pos:R:3:mulliken_spin:R:1 method="wB97M-V/def2-TZVPD" e_tot_ev=-90009.2533 multiplicity=6 gap_ev="6.9 / 7.1" homo_ev="-7.0 / -7.7" relative_energy_kj_mol=0.00 fmax_ev_per_a=2.4
C -0.850 3.954 -1.693 -0.005
C -0.867 2.594 -1.360 -0.020
N -0.020 2.098 -0.428 0.045
C 0.845 2.922 0.201 0.007
C 0.905 4.283 -0.101 -0.003
C 0.048 4.815 -1.066 0.004
C -1.749 1.613 -2.079 0.041
P -2.046 0.125 -1.034 0.019
Fe 0.015 -0.011 -0.085 4.165
P 2.011 0.555 1.009 0.042
C 1.671 2.334 1.325 0.037
C -0.009 -2.052 0.246 0.118
C -0.990 -2.683 1.020 -0.009
C -1.013 -4.088 1.206 0.005
C -0.002 -4.868 0.656 0.014
C 1.031 -4.268 -0.062 0.004
C 1.025 -2.863 -0.256 -0.055
O -0.714 0.258 -4.619 0.003
O 0.443 -1.804 -3.322 0.026
H -1.555 4.300 -2.438 0.001
H 1.633 4.896 0.419 0.002
H 0.084 5.877 -1.325 0.000
C -3.470 0.494 0.028 0.014
C -2.650 -1.159 -2.146 0.018
H 2.625 2.848 1.430 0.004
H 1.124 2.406 2.281 0.000
H -1.298 1.239 -3.035 0.009
H -2.711 2.074 -2.305 0.004
C 2.611 -0.189 2.587 0.009
C 3.539 0.416 0.072 0.013
H -1.786 -2.101 1.511 0.005
H -1.814 -4.535 1.774 -0.001
H -0.014 -5.947 0.784 0.001
H 1.829 -4.853 -0.497 0.000
H 1.857 -2.388 -0.804 0.020
H 0.654 -1.213 -2.540 0.038
H 0.203 -2.660 -2.930 -0.007
H -0.352 -0.624 -4.325 -0.008
H 0.057 0.732 -4.963 0.001
H 0.800 -0.255 -1.448 0.213
H -4.357 0.713 -0.582 0.004
H -3.689 -0.369 0.670 -0.001
H -3.255 1.356 0.669 0.003
H -3.528 -0.806 -2.699 0.004
H -1.866 -1.420 -2.863 -0.008
H -2.916 -2.052 -1.573 0.000
H 4.352 0.875 0.657 0.002
H 3.765 -0.648 -0.103 0.001
H 3.413 0.937 -0.886 0.003
H 3.443 0.348 3.038 0.003
H 1.911 -0.019 3.440 -0.005
H 2.653 -1.280 2.529 0.002
S -0.583 0.070 2.253 0.155
C -0.278 0.020 3.891 0.011
N -0.169 0.004 5.061 0.052